Record 1
{"formula": "C7H14F3INO3", "method": "the ωB97M-V functional and the def2-TZVPD basis", "total_charge": -1, "fmax_ev_per_a": 0.5, "multiplicity": 1, "orbital_gap_ev": 6.28, "homo_energy_ev": -4.3, "total_energy_ev": -31371.649, "species": ["C", "O", "C", "C", "N", "I", "H", "H", "H", "H", "H", "H", "H", "H", "C", "C", "O", "C", "O", "C", "F", "F", "F", "H", "H", "H", "H", "H", "H"], "coordinates": [[-0.083864, -2.163539, 1.924537], [-0.929260, -1.482191, 2.848752], [-1.779013, -0.577283, 2.186050], [-2.845067, -1.275231, 1.327905], [-4.092885, -0.485561, 1.374315], [-5.786570, -1.612212, 1.092837], [0.509831, -2.881352, 2.491353], [0.534477, -1.435798, 1.384723], [-0.684530, -2.718300, 1.188437], [-1.172510, 0.101271, 1.570014], [-2.286662, 0.010343, 2.953330], [-2.512736, -1.400736, 0.292104], [-3.015109, -2.271503, 1.743931], [-4.129275, 0.130626, 0.569747], [2.612172, 0.964804, -3.214040], [3.141732, 0.532062, -1.849154], [2.858324, 1.412690, -0.787019], [1.574846, 1.184159, -0.086363], [1.202896, -0.043472, 0.064410], [0.459385, 2.029332, -0.785250], [0.855619, 3.237265, -1.256062], [-0.518814, 2.302750, 0.123041], [-0.165662, 1.419245, -1.811210], [2.794791, 2.031091, -3.367062], [3.131436, 0.407108, -3.999251], [1.545833, 0.781341, -3.318825], [4.235512, 0.488207, -1.904842], [2.778362, -0.469166, -1.594586], [1.766737, 1.784064, 0.838185]], "atomic_forces_ev_per_a": [[-0.1, 0.1, -0.2], [-0.2, -0.3, 0.1], [0.2, 0.4, -0.1], [0.0, -0.1, -0.2], [-0.2, 0.0, 0.1], [0.0, -0.1, 0.0], [0.0, 0.1, 0.0], [0.1, -0.2, 0.0], [0.1, 0.0, 0.1], [-0.1, 0.0, 0.0], [0.0, -0.1, 0.0], [0.0, -0.1, 0.1], [-0.1, 0.1, 0.1], [0.2, 0.1, 0.0], [0.0, 0.1, 0.1], [0.2, -0.2, 0.1], [-0.3, 0.2, -0.3], [0.0, 0.1, 0.2], [0.0, -0.1, -0.1], [0.0, 0.1, 0.0], [0.1, 0.0, 0.0], [0.0, 0.0, 0.0], [0.0, -0.1, -0.1], [0.0, 0.0, 0.0], [0.0, 0.0, 0.0], [-0.1, 0.0, 0.0], [0.0, 0.0, 0.0], [0.0, 0.0, 0.0], [0.0, -0.1, 0.0]], "mulliken_charge": [-0.312, -0.427, -0.107, -0.394, -0.742, 0.029, 0.240, 0.142, 0.244, -0.041, 0.381, 0.316, 0.390, 0.398, -1.025, -0.253, -0.396, 0.037, -0.882, 0.742, -0.315, -0.292, -0.291, 0.226, 0.409, 0.205, 0.321, 0.224, 0.173]}



Record 2
{"formula": "C4H12N3", "method": "the ωB97M-V functional and the def2-TZVPD basis", "de_lowest_kcal_mol": 96.89, "total_charge": 1, "fmax_ev_per_a": 4.4, "smiles": "N/C=C(\\[NH3+])CCN", "multiplicity": 1, "orbital_gap_ev": 8.96, "homo_energy_ev": -12.3, "total_energy_ev": -8803.533, "species": ["N", "C", "C", "N", "C", "C", "N", "H", "H", "H", "H", "H", "H", "H", "H", "H", "H", "H", "H"], "coordinates": [[1.988134, 0.399049, 1.619906], [0.692233, -0.103506, 1.702103], [-0.324630, 0.129727, 0.820765], [-0.407800, 1.566097, 0.278741], [-1.303328, -0.855792, 0.093043], [-0.513545, -1.049877, -1.201611], [0.456235, -0.147540, -1.807337], [2.155353, 0.828200, 0.580339], [2.665023, -0.079468, 2.184252], [0.395605, -0.942844, 2.234072], [-0.384946, 1.532500, -0.757721], [-1.332327, 1.891183, 0.496055], [0.116300, 2.190944, 0.807388], [-2.236496, -0.352087, -0.052102], [-1.421190, -1.743033, 0.790475], [-0.094923, -2.026209, -0.959385], [-1.269001, -1.142878, -2.011292], [-0.076401, 0.562615, -2.195406], [0.895710, -0.657084, -2.622280]], "atomic_forces_ev_per_a": [[-2.1, 1.8, -2.7], [-0.4, 0.3, -3.3], [-0.2, 1.3, 1.5], [-2.0, -3.0, -1.7], [2.3, 2.6, 2.6], [-2.1, -3.0, -1.8], [2.1, -1.4, 1.0], [0.4, -1.8, 3.8], [0.5, 0.3, -0.3], [0.7, -1.8, 1.5], [1.0, 0.9, 0.8], [-1.1, 0.0, 0.1], [2.3, 1.4, 0.5], [-0.8, 0.0, 0.0], [0.1, 0.8, -1.4], [0.6, 0.0, -1.0], [0.0, -0.9, 0.6], [-0.9, 1.7, -1.6], [-0.6, 0.9, 1.4]], "mulliken_charge": [-0.472, -0.247, -0.008, -0.158, -0.852, -0.466, -0.633, 0.277, 0.270, 0.393, 0.238, 0.364, 0.356, 0.307, 0.401, 0.377, 0.365, 0.198, 0.292]}



Record 3
{"formula": "C57H57As2BMgN8", "method": "the ωB97M-V functional and the def2-TZVPD basis", "total_charge": 0, "fmax_ev_per_a": 0.9, "multiplicity": 1, "orbital_gap_ev": 5.46, "homo_energy_ev": -5.2, "total_energy_ev": -199751.205, "species": ["Mg", "C", "C", "N", "N", "C", "B", "N", "C", "C", "C", "N", "N", "C", "C", "C", "N", "H", "H", "H", "H", "H", "H", "H", "H", "H", "H", "C", "C", "As", "C", "C", "C", "C", "C", "C", "C", "C", "C", "C", "C", "C", "As", "C", "C", "C", "C", "C", "C", "C", "C", "C", "C", "C", "C", "H", "H", "H", "H", "H", "H", "H", "H", "H", "H", "H", "H", "H", "H", "H", "H", "H", "H", "H", "H", "H", "H", "H", "H", "N", "C", "C", "C", "C", "C", "C", "C", "C", "C", "C", "C", "C", "C", "H", "H", "H", "H", "H", "H", "H", "H", "H", "H", "C", "N", "C", "C", "C", "C", "C", "C", "C", "C", "H", "H", "H", "H", "H", "H", "H", "H", "H", "H", "H", "H", "H"], "coordinates": [[0.606808, -1.018142, 0.465809], [-2.799764, -3.250257, 1.757334], [-1.992693, -2.732695, 0.742336], [-0.778944, -2.440310, 1.210598], [-0.790874, -2.740204, 2.534768], [-1.988648, -3.236213, 2.876845], [0.435548, -2.516245, 3.454861], [0.756844, -0.992548, 3.527361], [1.156763, -0.308688, 4.610475], [1.630060, 0.926547, 4.210892], [1.483562, 0.911553, 2.824446], [0.963194, -0.247008, 2.419341], [1.705319, -3.228615, 2.921483], [2.435143, -4.165679, 3.562477], [3.630360, -4.310624, 2.894997], [3.537257, -3.399607, 1.828000], [2.382011, -2.744512, 1.853567], [-3.820872, -3.585367, 1.683278], [-2.236354, -2.547271, -0.292103], [-2.186673, -3.541846, 3.892746], [0.178996, -2.929317, 4.555385], [1.077256, -0.746876, 5.592892], [2.004845, 1.721380, 4.833419], [1.721553, 1.680830, 2.104424], [2.053134, -4.657472, 4.444037], [4.446731, -4.973780, 3.128755], [4.259536, -3.192778, 1.050488], [1.270991, -1.290227, -3.189885], [0.950726, -2.746138, -2.849285], [1.630485, -3.031038, -1.043400], [3.524126, -3.175167, -1.440503], [4.122616, -4.347661, -1.891187], [5.490669, -4.391095, -2.127191], [6.270410, -3.261121, -1.922336], [5.679626, -2.083176, -1.483320], [4.315239, -2.045822, -1.234584], [1.098305, -4.843330, -0.616725], [1.860421, -5.657066, 0.219204], [1.352260, -6.862682, 0.683572], [0.073115, -7.265769, 0.325819], [-0.692371, -6.463386, -0.509529], [-0.184064, -5.257745, -0.971813], [0.017163, 0.078947, -2.064997], [-1.285401, -0.223066, -3.529731], [-1.227634, 0.342185, -4.799359], [-2.205497, 0.070958, -5.751714], [-3.253669, -0.789249, -5.460488], [-3.321603, -1.370191, -4.200507], [-2.351996, -1.081419, -3.251164], [1.268817, 1.522656, -2.532135], [1.863365, 1.700843, -3.777493], [2.752259, 2.751540, -3.997585], [3.095886, 3.609713, -2.960992], [2.536644, 3.419495, -1.701920], [1.618651, 2.398420, -1.501783], [1.134776, -1.125538, -4.260320], [2.317710, -1.061741, -2.964295], [1.405246, -3.474601, -3.519335], [-0.130245, -2.919592, -2.861943], [3.518644, -5.228251, -2.070864], [5.948396, -5.311423, -2.468591], [7.336194, -3.296696, -2.106355], [6.282455, -1.198199, -1.327975], [3.861461, -1.129883, -0.874131], [2.851555, -5.347062, 0.520103], [1.955780, -7.482509, 1.336211], [-0.327933, -8.199547, 0.701559], [-1.689182, -6.771882, -0.799099], [-0.791929, -4.639419, -1.619963], [-0.411076, 1.002163, -5.070119], [-2.141626, 0.534610, -6.730254], [-4.010687, -1.000513, -6.205267], [-4.137282, -2.037141, -3.950875], [-2.455271, -1.489719, -2.253620], [1.662278, 1.004977, -4.580366], [3.192991, 2.884343, -4.978609], [3.801184, 4.414727, -3.131285], [2.801446, 4.080933, -0.883512], [1.117568, 2.296145, -0.541919], [-1.268600, 2.335489, 1.060874], [-1.391416, 2.800907, 2.234018], [-1.806105, 2.195517, 3.546694], [-1.766594, 2.979681, 4.705175], [-2.112143, 2.454793, 5.942178], [-2.505769, 1.129638, 6.052036], [-2.531983, 0.334835, 4.914984], [-2.176713, 0.860698, 3.681934], [-1.070660, 4.281952, 2.261482], [-2.081107, 5.218145, 2.462897], [-1.815570, 6.578935, 2.365275], [-0.530090, 7.020796, 2.077022], [0.484315, 6.091389, 1.878339], [0.210767, 4.731909, 1.964645], [-1.460938, 4.015494, 4.644138], [-2.074667, 3.086255, 6.822274], [-2.779037, 0.717432, 7.016490], [-2.822732, -0.707330, 4.982142], [-2.185866, 0.227766, 2.816558], [-3.086894, 4.874371, 2.686540], [-2.613924, 7.296731, 2.517126], [-0.319503, 8.081460, 2.011200], [1.489941, 6.425658, 1.650913], [0.996174, 4.006972, 1.777876], [-0.575727, 4.424562, -1.707376], [-1.837500, 4.339045, -2.504140], [-2.965119, 4.990436, -1.784662], [-2.152490, 2.889565, -2.930859], [-2.448441, 2.015531, -1.764445], [-3.775113, 1.973599, -1.292063], [-4.035964, 1.065642, -0.252291], [-3.009248, 0.527753, 0.480838], [-1.628810, 1.070719, 0.314114], [-1.388994, 1.377501, -1.136259], [-0.444209, 5.450390, -1.363017], [0.258522, 4.120138, -2.337152], [-0.655249, 3.737750, -0.864970], [-1.688962, 4.842220, -3.372865], [-3.161314, 4.416941, -0.884262], [-3.849974, 4.982540, -2.416288], [-2.680016, 6.012183, -1.541480], [-1.251597, 2.580077, -3.453138], [-2.990003, 2.982395, -3.627282], [-4.585657, 2.448940, -1.838766], [-5.055579, 0.746822, -0.051857], [-3.208977, -0.295911, 1.152735], [-0.882605, 0.313878, 0.635560]], "atomic_forces_ev_per_a": [[0.3, -0.8, 0.1], [0.0, 0.0, -0.1], [0.1, -0.1, 0.1], [-0.3, 0.3, 0.3], [0.1, -0.1, -0.1], [0.0, 0.0, -0.1], [0.1, 0.0, -0.2], [0.1, -0.1, 0.1], [-0.1, 0.0, 0.0], [-0.1, 0.0, 0.0], [-0.1, 0.0, 0.0], [0.0, 0.2, -0.2], [-0.1, 0.1, 0.2], [0.0, 0.0, -0.1], [0.0, 0.0, -0.1], [0.1, 0.1, 0.2], [0.0, -0.1, 0.3], [0.1, 0.0, 0.0], [0.0, 0.0, 0.0], [0.1, 0.0, -0.1], [0.0, 0.1, -0.1], [0.0, 0.0, -0.1], [0.0, 0.0, 0.0], [0.0, 0.0, 0.0], [0.0, 0.1, 0.0], [0.0, 0.0, 0.0], [-0.1, 0.0, 0.1], [0.1, -0.1, 0.0], [0.0, 0.2, -0.1], [0.0, 0.0, -0.5], [0.1, 0.0, 0.1], [0.0, 0.1, -0.1], [0.0, 0.0, 0.0], [0.0, 0.0, 0.0], [0.0, -0.1, 0.0], [0.0, -0.1, -0.1], [-0.1, 0.0, 0.3], [0.0, 0.0, -0.1], [0.0, 0.0, 0.0], [0.0, 0.0, 0.0], [0.0, 0.0, 0.0], [0.1, 0.0, -0.1], [0.0, 0.2, -0.1], [-0.4, -0.2, 0.2], [0.2, -0.1, 0.0], [0.0, 0.0, 0.0], [0.0, 0.0, 0.0], [0.1, 0.0, 0.0], [0.0, 0.2, 0.0], [0.1, 0.1, 0.2], [0.1, 0.0, 0.1], [0.0, 0.0, 0.1], [0.0, 0.0, 0.0], [0.1, -0.1, 0.0], [0.2, -0.2, 0.0], [0.0, 0.0, 0.0], [0.1, 0.0, 0.0], [0.0, -0.1, -0.1], [0.0, 0.0, 0.1], [0.0, 0.0, 0.0], [0.0, 0.0, 0.0], [0.0, 0.0, 0.0], [0.0, 0.0, 0.0], [0.0, 0.0, 0.0], [0.0, -0.1, 0.0], [0.0, 0.0, 0.0], [0.0, 0.0, 0.0], [0.0, 0.0, 0.0], [0.0, 0.0, 0.0], [0.0, 0.0, 0.0], [0.0, 0.0, 0.0], [0.0, 0.0, 0.0], [0.0, 0.0, 0.0], [0.0, 0.0, 0.1], [0.0, 0.0, 0.0], [0.0, 0.0, 0.0], [0.0, 0.0, 0.0], [0.0, 0.0, 0.0], [0.0, 0.0, 0.0], [-0.1, 0.0, -0.1], [-0.2, 0.0, -0.1], [0.0, 0.1, -0.1], [0.0, 0.0, 0.0], [0.0, 0.0, 0.0], [0.0, 0.0, 0.0], [0.0, 0.0, 0.0], [0.0, 0.0, 0.0], [0.1, 0.0, 0.0], [-0.1, 0.0, 0.0], [0.0, 0.0, 0.0], [0.0, 0.0, 0.0], [0.0, 0.0, 0.0], [0.0, 0.1, 0.0], [0.0, 0.0, 0.0], [0.0, 0.0, 0.0], [0.0, 0.0, 0.0], [0.0, 0.0, 0.0], [0.0, -0.2, -0.2], [0.1, 0.0, 0.0], [0.0, 0.0, 0.0], [0.0, 0.0, 0.0], [0.0, 0.0, 0.0], [0.0, 0.0, 0.0], [0.0, 0.1, -0.2], [0.0, 0.0, 0.3], [0.1, 0.0, 0.0], [-0.1, -0.2, -0.2], [-0.1, 0.4, 0.1], [-0.1, -0.1, 0.0], [0.1, 0.1, 0.1], [0.0, 0.0, -0.1], [0.0, 0.1, -0.1], [0.1, -0.3, 0.2], [0.0, 0.0, 0.0], [-0.3, 0.1, 0.0], [-0.1, 0.0, 0.0], [0.0, 0.1, -0.1], [0.0, 0.0, 0.1], [0.0, 0.0, 0.0], [0.0, 0.0, 0.0], [0.0, -0.1, -0.1], [0.0, 0.0, 0.0], [0.1, 0.0, 0.0], [0.1, 0.0, 0.0], [0.0, 0.0, 0.1], [-0.2, 0.2, 0.3]], "mulliken_charge": [4.061, -1.593, -0.298, 0.662, -0.365, -0.310, 0.163, 0.469, -0.529, -1.264, -0.508, -0.168, -0.279, -0.339, -1.153, -0.401, 0.258, 0.491, 0.062, 0.597, -0.217, 0.514, 0.451, 0.381, 0.519, 0.445, 0.561, -2.001, -0.755, 0.306, 0.130, -0.563, -0.769, -0.621, -0.747, -0.041, 0.631, -0.750, -0.873, -0.628, -0.628, -0.451, 1.676, 0.858, -0.305, -0.835, -0.816, -0.652, -0.434, 1.485, -0.375, -0.954, -0.825, -0.203, -1.155, 0.760, 0.544, 0.662, 0.435, 0.445, 0.421, 0.386, 0.419, 0.332, 0.579, 0.429, 0.384, 0.444, 0.207, 0.154, 0.441, 0.375, 0.442, 0.333, 0.286, 0.463, 0.386, 0.522, -0.037, 0.335, 0.376, 1.090, -0.560, -1.016, -0.638, -0.939, 0.831, -0.765, -0.068, -0.891, -0.528, -0.711, 0.015, 0.438, 0.415, 0.402, 0.464, -0.393, 0.467, 0.413, 0.384, 0.408, 0.208, -0.481, 0.127, -0.853, -1.523, 0.705, -0.573, -1.742, -0.098, 0.764, -0.026, 0.446, 0.306, -0.095, 0.379, 0.350, 0.327, 0.318, 0.108, 0.519, 0.336, 0.414, 0.487, -1.664]}



Record 4
{"formula": "C3H3Br", "method": "the ωB97M-V functional and the def2-TZVPD basis", "de_lowest_kcal_mol": 51.95, "total_charge": 0, "fmax_ev_per_a": 2.0, "multiplicity": 1, "orbital_gap_ev": 7.74, "homo_energy_ev": -8.6, "total_energy_ev": -73197.725, "species": ["C", "C", "C", "Br", "H", "H", "H"], "coordinates": [[0.837617, -0.276102, 0.451522], [1.307927, -1.288416, 1.349345], [-0.374315, 0.054654, -0.068258], [1.086956, -0.924284, 3.124814], [1.706960, 0.315066, 0.210517], [-0.339693, 0.771790, -0.835414], [-1.388756, -0.426676, 0.134398]], "atomic_forces_ev_per_a": [[-1.9, 0.2, 0.6], [0.0, -0.5, -0.6], [0.1, -1.6, 1.1], [-0.2, 0.2, 0.4], [0.4, 0.2, -0.6], [-0.3, 1.0, -0.7], [1.9, 0.5, -0.1]], "mulliken_charge": [0.145, -0.357, -0.593, 0.027, 0.290, 0.255, 0.233]}